No. 1
# C23H20ClCrNO3P

A molecular structure, C23H20ClCrNO3P in a non-equilibrium geometry (ωB97M-V/def2-TZVPD, OMol25).

The geometry in ORCA input format:
```
! RIJCOSX wB97M-V def2-TZVPD def2/J DEFGRID3
* xyz 0 4
C -1.361 -1.638 3.271
C -0.876 -2.399 2.255
C 0.560 -2.198 2.107
H -1.431 -3.138 1.659
C 1.016 -1.461 3.144
C -0.190 -0.902 3.943
H -0.205 -1.336 4.969
H -2.394 -1.567 3.652
H 1.137 -2.629 1.287
H 2.054 -1.477 3.560
Cr 1.538 0.808 4.032
Cl 2.705 1.644 2.346
P 0.057 0.401 -0.727
C 1.250 -0.723 -1.494
C 0.933 -1.547 -2.588
H -0.066 -1.512 -3.029
C 1.899 -2.402 -3.126
H 1.659 -3.029 -3.989
C 3.177 -2.453 -2.543
H 3.933 -3.118 -2.965
C 3.488 -1.677 -1.408
H 4.479 -1.756 -0.950
C 2.524 -0.822 -0.880
H 2.735 -0.208 0.003
C -1.617 -0.114 -1.206
C -1.994 -1.469 -1.058
H -1.267 -2.202 -0.687
C -3.280 -1.888 -1.401
H -3.561 -2.942 -1.318
C -4.215 -0.937 -1.851
H -5.217 -1.263 -2.141
C -3.896 0.431 -1.875
H -4.652 1.168 -2.165
C -2.611 0.844 -1.513
H -2.365 1.908 -1.488
C 0.395 2.074 -1.318
C 0.955 2.320 -2.586
H 1.236 1.481 -3.224
C 1.128 3.638 -3.024
H 1.525 3.833 -4.025
C 0.798 4.701 -2.167
H 0.927 5.729 -2.513
C 0.341 4.465 -0.857
H 0.139 5.304 -0.184
C 0.158 3.150 -0.426
H -0.170 2.928 0.594
O 0.686 0.856 6.463
N -0.345 0.131 6.527
O -1.458 0.494 6.912
O -0.263 0.499 4.003
*
```

Kohn-Sham gap (alpha / beta): 4.104 / 6.010 eV
Maximum force: 0.07234 Eh/bohr
Lowest unoccupied orbital energy (alpha / beta): -3.45 / -1.65 eV
<S²>: 3.929
Total energy: -3014.681742 a.u.

No. 2
# C23H20ClN5O2PtS

A molecular structure, C23H20ClN5O2PtS in a non-equilibrium geometry (ωB97M-V/def2-TZVPD, OMol25).

The geometry in ORCA input format:
```
! RIJCOSX wB97M-V def2-TZVPD def2/J DEFGRID3
* xyz 0 5
Pt -9.560 -13.403 9.963
N -12.683 -15.168 17.967
C -12.140 -14.604 16.811
C -10.774 -14.348 16.810
C -10.197 -13.655 15.734
C -10.971 -13.222 14.668
C -12.343 -13.493 14.667
C -12.906 -14.176 15.732
S -10.166 -12.441 13.312
O -8.880 -11.970 13.766
O -11.089 -11.516 12.711
N -9.951 -13.601 12.156
C -9.232 -14.728 12.357
N -9.043 -15.357 11.183
C -8.385 -16.523 11.168
C -7.960 -17.104 12.363
C -8.180 -16.307 13.505
N -8.723 -15.131 13.539
H -12.009 -15.836 18.398
H -13.531 -15.646 17.823
H -10.207 -14.636 17.683
H -9.105 -13.468 15.673
H -12.949 -13.154 13.820
H -13.989 -14.377 15.692
H -8.167 -16.987 10.221
H -7.386 -18.023 12.414
H -7.800 -16.683 14.468
Cl -12.637 -8.432 7.230
C -12.074 -9.996 7.752
C -12.147 -10.309 9.097
C -11.978 -11.600 9.538
C -11.589 -12.600 8.597
C -11.383 -13.963 9.123
C -11.403 -12.262 7.255
C -11.714 -10.946 6.815
H -12.450 -9.572 9.827
H -12.108 -11.814 10.588
H -11.328 -14.791 8.413
H -12.092 -14.216 9.941
H -11.134 -13.049 6.561
H -11.689 -10.681 5.777
N -7.776 -12.504 10.051
C -6.788 -12.037 9.310
C -6.845 -12.167 7.912
C -5.852 -11.633 7.131
C -4.797 -10.942 7.715
C -4.726 -10.825 9.086
C -5.654 -11.419 9.909
H -7.646 -12.706 7.464
H -5.926 -11.713 6.052
H -3.994 -10.535 7.097
H -3.878 -10.284 9.478
H -5.567 -11.368 10.996
*
```

Kohn-Sham gap (alpha / beta): 7.395 / 6.817 eV
Maximum force: 0.04531 Eh/bohr
Energy above the lowest of the compared OMol25 structures with the same formula, charge and spin: 0.0 kJ/mol
Lowest unoccupied orbital energy (alpha / beta): 0.37 / -1.54 eV
<S²>: 6.076
Total energy: -2290.249615 a.u.

No. 3
# C23H20ClNO5

2 unconnected molecules or ions with the total composition C23H20ClNO5 in a non-equilibrium geometry (ωB97M-V/def2-TZVPD, OMol25).

The geometry in ORCA input format:
```
! RIJCOSX wB97M-V def2-TZVPD def2/J DEFGRID3
* xyz 0 1
C -1.670 -0.033 1.939
C -0.527 -0.423 2.702
C 0.726 -0.946 3.669
C 1.758 0.320 3.809
C 3.327 -0.163 3.557
C 4.357 1.133 3.687
C 5.508 0.809 4.857
N 5.800 2.161 5.506
O -0.043 -1.388 4.876
C -0.731 -2.600 4.319
O -1.879 -3.026 4.861
O 0.020 -3.128 3.131
C 1.347 -2.449 3.298
Cl 1.843 -3.111 4.995
H -2.743 0.450 1.742
H 1.636 0.817 4.861
H 1.413 1.143 3.018
H 3.637 -1.014 4.326
H 3.421 -0.556 2.441
H 3.768 2.117 3.986
H 4.897 1.243 2.634
H 5.100 0.003 5.637
H 6.478 0.308 4.382
H 6.469 2.070 6.303
H 4.889 2.476 5.924
H 2.123 -2.529 2.425
C -1.863 2.761 -7.015
C -1.309 3.419 -5.918
C -1.316 2.810 -4.662
C -1.890 1.543 -4.500
C -2.465 0.896 -5.593
C -2.441 1.501 -6.856
C -3.117 -0.419 -5.424
O -3.619 -0.990 -6.384
C -3.162 -1.031 -4.081
C -3.827 -2.250 -3.896
C -3.863 -2.842 -2.632
C -3.229 -2.226 -1.554
C -2.570 -1.009 -1.734
C -2.545 -0.405 -2.999
C -1.877 0.899 -3.172
O -1.323 1.444 -2.224
H -1.849 3.232 -7.996
H -0.869 4.407 -6.039
H -0.877 3.328 -3.810
H -2.876 0.995 -7.716
H -4.322 -2.740 -4.733
H -4.385 -3.786 -2.489
H -3.250 -2.690 -0.570
H -2.081 -0.531 -0.887
*
```

Structure (SMILES): C#C[C@@]1(CCCCN)OC(=O)O[C@@H]1Cl.O=C1c2ccccc2C(=O)c2ccccc21
Kohn-Sham gap: 8.678 eV
Maximum force: 0.19509 Eh/bohr
Energy above the lowest of the compared OMol25 structures with the same formula, charge and spin: 1017.7 kJ/mol
Lowest unoccupied orbital energy: -1.06 eV
Total energy: -1779.251852 a.u.

No. 4
# C23H20F10N4O5Sr

A molecular structure, C23H20F10N4O5Sr (ωB97M-V/def2-TZVPD, OMol25).

The geometry in ORCA input format:
```
! RIJCOSX wB97M-V def2-TZVPD def2/J DEFGRID3
* xyz -2 1
Sr -0.129 0.238 0.329
O -0.024 -2.675 0.954
C -0.452 -2.948 2.285
C -0.286 -1.793 3.261
N -0.994 -0.563 2.951
C -0.551 0.490 3.854
C 0.924 0.885 3.578
O 1.671 1.033 4.551
O 1.203 1.005 2.352
C -2.436 -0.724 2.875
C -2.898 -1.387 1.554
O -3.865 -2.148 1.595
O -2.189 -1.087 0.540
H -0.827 -2.331 0.513
H 0.172 -3.766 2.657
H -1.484 -3.311 2.272
H 0.778 -1.550 3.330
H -0.592 -2.169 4.258
H -0.652 0.198 4.911
H -1.174 1.372 3.682
H -2.888 0.271 2.913
H -2.841 -1.305 3.718
C 3.146 -0.613 0.402
N 2.372 0.155 -0.567
C 2.691 1.593 -0.441
C 1.722 2.649 -1.025
N 0.356 2.525 -0.561
C -0.581 3.367 -0.962
C -0.491 4.501 -1.815
F 0.702 4.863 -2.363
C -1.578 5.289 -2.146
F -1.403 6.331 -2.984
C -2.837 5.038 -1.638
F -3.900 5.808 -1.979
C -2.982 3.959 -0.771
F -4.189 3.703 -0.236
C -1.904 3.177 -0.455
F -2.097 2.158 0.429
C 2.559 -0.438 -1.887
C 1.627 0.059 -2.976
N 0.249 0.005 -2.543
C -0.652 0.437 -3.423
C -1.975 0.676 -2.935
F -2.183 0.495 -1.616
C -3.024 1.134 -3.686
F -4.226 1.339 -3.119
C -2.856 1.414 -5.040
F -3.891 1.847 -5.801
C -1.598 1.232 -5.568
F -1.389 1.495 -6.878
C -0.539 0.777 -4.801
F 0.640 0.651 -5.482
H 4.227 -0.569 0.178
H 2.984 -0.210 1.402
H 2.824 -1.654 0.377
H 2.772 1.781 0.631
H 3.685 1.764 -0.893
H 2.161 3.611 -0.716
H 1.784 2.643 -2.118
H 3.610 -0.309 -2.211
H 2.390 -1.512 -1.757
H 1.936 1.072 -3.271
H 1.847 -0.569 -3.853
*
```

Kohn-Sham gap: 6.065 eV
Maximum force: 0.00807 Eh/bohr
Energy above the lowest of the compared OMol25 structures with the same formula, charge and spin: 4.7 kJ/mol
Lowest unoccupied orbital energy: 4.55 eV
Total energy: -2513.209936 a.u.

No. 5
# C23H21AsCl3N2O2PdS6

A molecular structure, C23H21AsCl3N2O2PdS6 (ωB97M-V/def2-TZVPD, OMol25).

The geometry in ORCA input format:
```
! RIJCOSX wB97M-V def2-TZVPD def2/J DEFGRID3
* xyz -1 1
Pd 0.149 -0.131 0.770
S -4.232 -1.402 2.910
As -2.195 -1.648 2.521
S -1.005 0.262 2.701
S -1.702 -1.337 0.360
S -1.178 -3.291 3.331
C 4.074 0.169 -1.419
S 2.349 0.344 -0.918
O 2.411 1.208 0.306
C 2.073 -1.317 -0.330
C 2.323 -1.614 1.009
C 2.017 -2.881 1.492
C 1.460 -3.826 0.649
C 1.220 -3.528 -0.687
C 1.517 -2.273 -1.181
H 4.654 -0.146 -0.553
H 4.402 1.147 -1.769
H 4.138 -0.565 -2.223
H 2.718 -0.839 1.655
H 2.142 -3.099 2.542
H 1.161 -4.785 1.049
H 0.748 -4.260 -1.328
H 1.270 -2.007 -2.203
Cl -9.407 6.787 0.515
C -7.953 5.848 0.339
C -7.106 5.683 1.421
C -5.961 4.920 1.266
C -5.638 4.327 0.051
C -4.383 3.491 -0.077
C -3.227 4.308 -0.649
N -2.136 3.430 -1.017
C -1.971 2.843 -2.252
C -1.021 1.883 -2.081
N -0.616 1.851 -0.769
C -1.306 2.780 -0.161
O -3.966 3.001 1.172
C -4.177 1.586 1.354
C -5.626 1.245 1.195
C -6.181 0.635 0.115
Cl -5.355 0.022 -1.259
S -7.892 0.497 0.222
C -7.887 1.264 1.759
C -6.633 1.602 2.145
C -6.508 4.527 -1.014
Cl -6.166 3.817 -2.566
C -7.668 5.275 -0.886
H -7.350 6.134 2.373
H -5.302 4.747 2.106
H -4.577 2.667 -0.770
H -2.888 5.020 0.105
H -3.546 4.860 -1.534
H -2.542 3.158 -3.109
H -0.614 1.206 -2.814
H -1.284 2.986 0.897
H -3.832 1.354 2.357
H -3.554 1.019 0.657
H -8.810 1.405 2.296
H -6.401 2.077 3.089
H -8.335 5.399 -1.727
*
```

Kohn-Sham gap (alpha / beta): 6.209 / 6.210 eV
Maximum force: 0.01333 Eh/bohr
Energy above the lowest of the compared OMol25 structures with the same formula, charge and spin: 7.9 kJ/mol
Lowest unoccupied orbital energy (alpha / beta): 2.00 / 2.00 eV
Total energy: -7282.511418 a.u.

No. 6
# C23H21BCoN6

A molecular structure, C23H21BCoN6 in a non-equilibrium geometry (ωB97M-V/def2-TZVPD, OMol25).

The geometry in ORCA input format:
```
! RIJCOSX wB97M-V def2-TZVPD def2/J DEFGRID3
* xyz 0 4
Co 0.368 0.303 -1.006
C -2.126 2.722 -3.166
C -1.343 2.451 -2.013
N -0.816 1.230 -2.079
N -1.135 0.686 -3.353
C -1.818 1.583 -4.020
B -0.505 -0.731 -3.848
N -0.966 -1.698 -2.761
C -1.586 -2.914 -2.793
C -1.585 -3.456 -1.523
C -0.897 -2.519 -0.724
N -0.404 -1.524 -1.508
N 1.076 -0.547 -3.619
C 2.053 -0.716 -4.499
C 3.258 -0.320 -3.958
C 2.960 -0.021 -2.612
N 1.630 -0.155 -2.438
H -2.871 3.510 -3.233
H -1.113 2.971 -1.101
H -2.110 1.434 -5.059
H -0.901 -0.819 -5.006
H -2.008 -3.307 -3.685
H -2.170 -4.285 -1.211
H -0.613 -2.709 0.265
H 1.875 -1.022 -5.499
H 4.258 -0.423 -4.422
H 3.568 0.358 -1.821
C -2.707 0.587 5.302
C -3.423 0.999 4.142
C -2.935 0.802 2.880
C -1.687 0.175 2.654
C -1.007 -0.324 3.782
C -1.494 -0.061 5.086
C -1.130 0.060 1.274
C 0.189 0.207 1.061
C 1.394 0.296 1.772
C 2.582 -0.513 1.385
C 3.734 -0.402 2.099
C 3.885 0.451 3.220
C 2.840 1.327 3.490
C 1.632 1.258 2.769
H -3.087 0.804 6.302
H -4.362 1.574 4.332
H -3.427 1.270 1.999
H -0.031 -0.813 3.572
H -0.777 -0.467 5.860
H -1.847 0.111 0.467
H 2.494 -1.193 0.568
H 4.599 -0.991 1.755
H 4.808 0.690 3.676
H 2.837 2.085 4.295
H 0.842 1.983 2.947
*
```

Kohn-Sham gap (alpha / beta): 7.721 / 7.736 eV
Maximum force: 0.08014 Eh/bohr
Energy above the lowest of the compared OMol25 structures with the same formula, charge and spin: 111.6 kJ/mol
Lowest unoccupied orbital energy (alpha / beta): 0.60 / 0.30 eV
<S²>: 3.764
Total energy: -2625.176325 a.u.

No. 7
# C23H21BrIrN3O4SbSe4

A molecular structure, C23H21BrIrN3O4SbSe4 (ωB97M-V/def2-TZVPD, OMol25).

The geometry in ORCA input format:
```
! RIJCOSX wB97M-V def2-TZVPD def2/J DEFGRID3
* xyz -2 6
Ir -0.164 1.039 -3.080
O -1.319 -2.885 0.471
C -2.185 -1.918 0.828
C -3.058 -2.185 1.879
C -3.953 -1.221 2.310
C -3.997 0.024 1.694
C -3.148 0.284 0.631
C -2.240 -0.670 0.179
C -1.347 -0.337 -0.947
O -1.618 0.726 -1.652
N -0.319 -1.125 -1.160
N 0.442 -0.640 -2.180
C 1.589 -1.161 -2.599
C 2.203 -0.504 -3.676
C 3.416 -0.923 -4.268
C 3.933 -0.240 -5.332
C 3.245 0.884 -5.830
C 2.078 1.273 -5.210
N 1.551 0.623 -4.168
H -0.691 -2.473 -0.180
H -2.993 -3.154 2.359
H -4.611 -1.439 3.144
H -4.682 0.788 2.040
H -3.160 1.241 0.126
H 2.024 -2.030 -2.122
H 3.919 -1.787 -3.853
H 4.866 -0.558 -5.781
H 3.627 1.469 -6.654
H 1.536 2.150 -5.528
Se -1.019 5.380 1.028
Sb -1.097 4.376 -1.180
Se -1.207 2.579 -4.431
Se 1.221 2.845 -1.565
Se -0.271 6.678 -1.717
C -1.148 -2.293 4.868
C -0.460 -1.437 3.839
C 0.534 -1.952 3.025
C 1.143 -1.189 2.031
C 2.222 -1.843 1.210
C 0.715 0.130 1.818
C -0.278 0.677 2.649
C -0.771 2.091 2.527
C -0.835 -0.115 3.649
C 1.336 0.953 0.691
O 2.510 0.782 0.380
O 0.497 1.721 0.071
H -0.535 -3.153 5.144
H -2.098 -2.671 4.478
H -1.370 -1.725 5.774
H 0.845 -2.985 3.152
H 2.363 -2.875 1.539
H 3.160 -1.296 1.279
H 1.942 -1.847 0.157
H 0.037 2.807 2.386
H -1.337 2.370 3.417
H -1.419 2.210 1.658
H -1.605 0.317 4.282
Br 1.981 4.215 -3.597
*
```

Kohn-Sham gap (alpha / beta): 5.286 / 5.202 eV
Maximum force: 0.01326 Eh/bohr
Energy above the lowest of the compared OMol25 structures with the same formula, charge and spin: 21.8 kJ/mol
Lowest unoccupied orbital energy (alpha / beta): 4.34 / 3.18 eV
<S²>: 8.798
Total energy: -13878.755404 a.u.

No. 8
# C23H21BrNO14P

4 unconnected molecules or ions with the total composition C23H21BrNO14P in a non-equilibrium geometry (ωB97M-V/def2-TZVPD, OMol25).

The geometry in ORCA input format:
```
! RIJCOSX wB97M-V def2-TZVPD def2/J DEFGRID3
* xyz 0 1
C 3.315 1.836 1.203
C 3.348 0.350 1.589
C 4.661 -0.176 2.191
P 6.268 0.389 1.546
O 7.422 -0.265 2.204
N 4.603 0.277 3.625
C 3.244 0.551 3.928
O 2.876 1.147 4.905
C 2.444 0.002 2.774
Br 0.625 0.497 2.603
H 2.880 2.464 1.986
H 4.310 2.230 0.990
H 2.720 1.978 0.299
H 2.970 -0.222 0.743
H 4.639 -1.266 2.115
H 6.223 1.775 1.804
H 6.260 0.235 0.154
H 5.089 1.164 3.736
H 2.510 -1.085 2.891
C -2.309 -1.345 -1.215
C -2.170 -0.703 -0.046
C -2.232 0.807 0.055
O -2.114 1.300 1.164
C -2.427 1.573 -1.155
C -2.561 0.930 -2.323
C -2.519 -0.576 -2.422
O -2.666 -1.054 -3.532
O -2.743 1.535 -3.486
O -1.978 -1.328 1.104
H -2.271 -2.422 -1.296
H -2.463 2.650 -1.075
H -2.819 0.823 -4.153
H -1.888 -0.645 1.795
C -7.035 -1.028 0.604
C -7.716 -1.946 1.305
C -7.313 -2.361 2.703
O -8.015 -3.193 3.246
C -6.141 -1.754 3.299
C -5.460 -0.836 2.599
C -5.872 -0.417 1.206
O -5.167 0.422 0.677
O -4.385 -0.208 3.047
O -8.790 -2.572 0.856
H -7.314 -0.728 -0.396
H -5.857 -2.060 4.296
H -4.119 0.426 2.349
H -9.075 -3.174 1.572
C 4.927 0.402 -3.390
C 4.534 0.837 -4.597
C 3.076 0.902 -4.995
O 2.834 1.328 -6.107
C 2.077 0.456 -4.046
C 2.472 0.016 -2.844
C 3.928 -0.022 -2.438
O 4.179 -0.412 -1.307
O 1.634 -0.417 -1.912
O 5.362 1.248 -5.538
H 5.966 0.356 -3.098
H 1.038 0.490 -4.342
H 2.179 -0.689 -1.151
H 4.809 1.509 -6.301
*
```

Structure (SMILES): C[C@H]1[C@@H]([PH2]=O)NC(=O)[C@H]1Br.O=C1C=C(O)C(=O)C=C1O.O=C1C=C(O)C(=O)C=C1O.O=C1C=C(O)C(=O)C=C1O
Kohn-Sham gap: 7.790 eV
Maximum force: 0.02250 Eh/bohr
Lowest unoccupied orbital energy: -2.00 eV
Total energy: -4912.531772 a.u.

Question: Which value of total energy does entry 7 give?
Answer: -13878.755404 a.u.

Question: Which of these has the highest maximum force?
Answer: C23H20ClNO5